{
  "formula": "C25H17AsClO2Tl",
  "method": "the ωB97M-V functional and the def2-TZVPD basis",
  "total_energy_ha": -3981.8161,
  "orbital_gap_ev": 7.47,
  "charge": 0,
  "lumo_ev": -0.07,
  "symbols": ["Tl", "Cl", "C", "C", "C", "C", "O", "C", "C", "O", "C", "H", "H", "H", "H", "C", "C", "C", "C", "C", "C", "As", "C", "C", "C", "C", "C", "C", "C", "C", "C", "C", "C", "C", "H", "H", "H", "H", "H", "H", "H", "H", "H", "H", "H", "H", "H"],
  "xyz": [[-1.6022, -1.3375, -1.6338], [-7.3200, -2.2571, 3.6824], [-6.2528, -2.1671, 2.3197], [-6.5079, -2.9947, 1.2138], [-5.6861, -2.9435, 0.1302], [-4.5374, -2.0878, 0.0775], [-3.7923, -2.0839, -0.9446], [-4.2968, -1.2604, 1.2332], [-3.1807, -0.3900, 1.3385], [-2.2181, -0.2614, 0.5662], [-5.1883, -1.3160, 2.3267], [-7.3557, -3.6651, 1.2388], [-5.8716, -3.5696, -0.7317], [-3.1955, 0.2352, 2.2525], [-5.0080, -0.6882, 3.1865], [3.9549, 4.5477, -1.3996], [3.7252, 4.0133, -0.1438], [2.6981, 3.1028, 0.0484], [1.8934, 2.7186, -1.0151], [2.1205, 3.2789, -2.2689], [3.1506, 4.1805, -2.4653], [0.4135, 1.3934, -0.8750], [1.4684, -0.0280, -1.7321], [1.6693, -0.2441, -3.0862], [2.4248, -1.3261, -3.5139], [2.9832, -2.1940, -2.5901], [2.7944, -1.9850, -1.2370], [2.0301, -0.9114, -0.7971], [1.7326, -0.6004, 0.5958], [2.1607, -1.3368, 1.6932], [1.7840, -0.9553, 2.9678], [0.9783, 0.1560, 3.1593], [0.5503, 0.8987, 2.0692], [0.9312, 0.5343, 0.7894], [4.7595, 5.2518, -1.5492], [4.3498, 4.3121, 0.6863], [2.5217, 2.6901, 1.0348], [1.4772, 3.0003, -3.0969], [3.3283, 4.6053, -3.4436], [1.2400, 0.4308, -3.8178], [2.5751, -1.4982, -4.5694], [3.5694, -3.0368, -2.9260], [3.2375, -2.6648, -0.5260], [2.7809, -2.2111, 1.5576], [2.1193, -1.5311, 3.8185], [0.6817, 0.4363, 4.1609], [-0.0905, 1.7593, 2.2161]],
  "atomic_forces_ev_per_a": [[-0.57, -0.16, 0.30], [-0.18, 0.02, 0.27], [0.09, 0.15, 0.11], [0.17, 0.13, -0.05], [0.07, -0.06, -0.18], [-0.07, 0.20, 0.61], [0.50, -0.10, -0.71], [-0.39, -0.50, -0.44], [0.43, 0.19, -0.04], [-0.25, 0.05, 0.19], [-0.09, -0.14, -0.06], [-0.04, -0.01, -0.02], [0.03, -0.01, -0.04], [0.12, 0.00, -0.07], [0.02, 0.09, 0.12], [0.09, 0.03, 0.01], [0.05, 0.08, -0.02], [-0.20, -0.20, 0.20], [-0.26, -0.06, -0.01], [-0.26, -0.17, -0.02], [0.02, 0.05, -0.06], [0.79, 0.14, -0.08], [0.05, -0.18, 0.11], [-0.08, 0.19, -0.03], [-0.04, 0.06, -0.11], [0.05, -0.05, -0.01], [-0.07, -0.01, 0.05], [0.02, 0.09, -0.54], [-0.19, 0.27, 0.36], [-0.02, -0.02, -0.02], [0.06, -0.06, 0.06], [-0.03, 0.08, 0.07], [-0.12, 0.17, -0.04], [0.08, -0.15, 0.07], [0.07, 0.07, -0.01], [0.01, -0.03, 0.08], [0.05, -0.02, -0.01], [0.05, 0.04, -0.07], [-0.04, -0.01, -0.06], [-0.03, -0.01, -0.02], [0.00, 0.02, -0.09], [0.04, -0.05, -0.03], [0.05, -0.09, 0.09], [0.04, -0.06, -0.01], [0.00, -0.03, 0.06], [-0.02, 0.04, 0.01], [-0.02, 0.01, 0.04]],
  "mulliken_charge": [0.80, -0.24, 0.17, -0.52, -0.61, 0.42, -0.90, 0.81, -0.12, -0.54, -0.74, 0.39, 0.40, 0.32, 0.37, -0.40, -0.67, -0.07, 0.41, -0.42, -0.66, 0.38, -0.03, -0.57, -0.62, -0.74, -0.67, 0.76, 0.67, -0.54, -0.71, -0.68, -0.64, 0.14, 0.37, 0.39, 0.34, 0.31, 0.38, 0.37, 0.42, 0.41, 0.38, 0.38, 0.40, 0.44, 0.48]
}